C45H119N7O15 | ωB97M-V with the def2-TZVPD basis set

Values from the calculation:
- maximum force (eV Å⁻¹) = 2.57
- orbital gap (eV) = 8.14
- M (g/mol) = 998.48
- E (Ha) = -3295.2981
- energy relative to the best compared isomer or geometry (same formula, charge and spin) (kJ/mol) = 118.22

ORCA input file:
```
! wB97M-V def2-TZVPD RIJCOSX def2/J DEFGRID3
* xyz 6 1
C 0.04 0.92 -1.13
C 0.39 -0.10 -0.06
C 1.26 0.54 1.03
O -0.75 -0.73 0.35
H -0.32 1.82 -0.63
H -0.60 0.54 -1.93
H 0.93 1.17 -1.71
H 1.06 -0.74 -0.66
H 1.50 -0.23 1.76
H 0.80 1.41 1.50
H 2.17 0.99 0.62
C 4.71 0.75 0.72
O 4.85 1.80 -0.17
C 5.85 1.58 -1.11
C 6.02 2.83 -2.00
N 4.74 3.39 -2.57
H 4.32 3.68 -1.70
H 4.94 4.26 -3.05
C 3.87 2.45 -3.38
C 2.77 3.21 -4.13
O 3.32 4.13 -5.05
C 2.31 4.95 -5.57
H 4.06 -0.03 0.31
H 4.10 1.11 1.55
H 5.62 0.28 1.11
H 5.67 0.82 -1.89
H 6.75 1.19 -0.63
H 6.82 2.83 -2.73
H 6.44 3.56 -1.30
H 3.39 1.82 -2.63
H 4.52 1.87 -4.03
H 2.11 3.66 -3.38
H 2.12 2.47 -4.60
H 2.90 5.75 -6.03
H 1.60 5.34 -4.84
H 1.61 4.48 -6.27
C 4.92 -9.74 2.90
O 4.09 -8.62 2.79
C 2.74 -8.87 3.00
C 1.87 -8.00 2.06
N 2.37 -8.07 0.60
H 3.27 -7.61 0.68
H 2.50 -9.02 0.26
C 1.55 -7.35 -0.50
C 1.35 -5.79 -0.34
O 1.14 -5.42 0.99
C 0.56 -4.12 1.08
H 4.62 -10.43 3.70
H 5.97 -9.45 2.98
H 4.88 -10.32 1.98
H 2.57 -8.57 4.03
H 2.48 -9.92 2.85
H 1.98 -6.97 2.39
H 0.79 -8.15 2.06
H 0.61 -7.90 -0.48
H 2.14 -7.52 -1.40
H 0.68 -5.37 -1.09
H 2.29 -5.31 -0.65
H 1.19 -3.23 1.04
H 0.08 -4.05 2.05
H -0.25 -3.88 0.38
C 6.80 -4.77 -7.48
O 6.52 -3.89 -6.37
C 7.28 -4.12 -5.21
C 6.80 -3.29 -4.00
N 5.28 -3.32 -4.07
H 4.84 -3.17 -4.97
H 5.08 -4.29 -3.84
C 4.66 -2.39 -3.05
C 3.14 -2.44 -3.23
O 2.83 -2.39 -4.61
C 1.52 -2.76 -4.87
H 7.83 -4.64 -7.79
H 6.19 -4.57 -8.36
H 6.55 -5.81 -7.27
H 8.36 -3.98 -5.28
H 7.20 -5.16 -4.89
H 7.14 -2.25 -3.99
H 7.02 -3.74 -3.04
H 5.03 -1.40 -3.34
H 5.00 -2.61 -2.04
H 2.58 -1.67 -2.70
H 2.76 -3.39 -2.83
H 1.32 -3.83 -4.78
H 1.26 -2.58 -5.92
H 0.80 -2.13 -4.34
C 1.85 1.54 4.47
O 0.54 0.94 4.40
C 0.58 -0.44 4.60
C -0.84 -1.09 4.50
N -1.62 -0.68 3.24
H -1.08 -0.81 2.37
H -2.35 -1.39 3.22
C -2.18 0.72 3.09
C -3.39 0.70 2.14
O -4.14 -0.44 2.40
C -5.46 -0.29 1.91
H 1.74 2.61 4.29
H 2.49 1.14 3.69
H 2.25 1.40 5.47
H 1.03 -0.75 5.55
H 1.21 -0.98 3.89
H -1.46 -0.75 5.33
H -0.77 -2.18 4.46
H -1.39 1.31 2.63
H -2.54 1.13 4.03
H -3.15 0.69 1.07
H -3.88 1.65 2.39
H -6.03 0.50 2.42
H -5.94 -1.26 2.00
H -5.60 -0.07 0.85
C -6.94 -1.87 -1.25
O -5.58 -1.75 -0.81
C -4.98 -2.96 -0.43
C -3.48 -2.74 -0.07
N -2.85 -1.99 -1.22
H -3.53 -1.33 -1.61
H -2.15 -1.30 -0.95
C -2.45 -2.76 -2.47
C -2.18 -1.77 -3.64
O -3.22 -0.81 -3.70
C -2.92 0.22 -4.58
H -7.59 -2.38 -0.54
H -7.03 -2.48 -2.15
H -7.32 -0.88 -1.49
H -5.00 -3.71 -1.22
H -5.49 -3.34 0.46
H -2.90 -3.65 0.06
H -3.45 -2.10 0.82
H -3.30 -3.36 -2.80
H -1.63 -3.45 -2.26
H -2.14 -2.34 -4.58
H -1.14 -1.43 -3.61
H -2.79 -0.18 -5.59
H -2.05 0.80 -4.29
H -3.77 0.90 -4.63
C 2.73 7.71 4.38
O 1.92 8.00 5.53
C 0.89 8.93 5.38
C -0.40 8.26 4.86
N -0.58 7.04 5.79
H 0.35 6.82 6.14
H -1.11 7.36 6.60
C -1.17 5.72 5.34
C -0.38 4.96 4.28
O -0.61 5.54 3.03
C 0.07 4.91 1.97
H 2.16 7.51 3.47
H 3.27 6.78 4.56
H 3.42 8.55 4.27
H 1.13 9.73 4.68
H 0.81 9.35 6.39
H -0.35 7.92 3.83
H -1.27 8.87 5.09
H -2.16 5.98 4.95
H -1.40 5.15 6.24
H -0.76 3.93 4.33
H 0.69 5.00 4.50
H 1.13 4.73 2.19
H 0.12 5.54 1.08
H -0.37 3.93 1.78
C -3.33 2.36 -1.19
O -4.64 2.43 -0.69
C -5.61 2.10 -1.64
C -7.00 2.27 -0.96
N -7.26 3.73 -0.60
H -6.49 4.14 -0.08
H -7.42 4.30 -1.42
C -8.49 3.90 0.37
C -8.38 3.03 1.59
O -7.04 3.03 2.07
C -7.06 2.66 3.48
H -2.71 2.12 -0.32
H -3.01 3.20 -1.81
H -3.28 1.52 -1.89
H -5.47 1.03 -1.81
H -5.48 2.66 -2.57
H -7.03 1.72 -0.02
H -7.82 1.95 -1.60
H -9.31 3.49 -0.22
H -8.60 4.97 0.53
H -8.62 1.99 1.35
H -9.13 3.31 2.34
H -7.49 1.72 3.80
H -7.52 3.46 4.06
H -6.01 2.63 3.80
*
```